Formula: C52H70BCl2N8O2P2S3Ti
Source: the Open Molecules 2025 dataset
Level of theory: ωB97M-V/def2-TZVPD

XYZ file:
```
141
C52H70BCl2N8O2P2S3Ti | the Open Molecules 2025 dataset | ωB97M-V/def2-TZVPD
Ti -0.17186 0.72577 0.24999
Cl 6.83495 2.20450 -0.53256
Cl 3.37287 0.49211 3.21848
S 0.00333 -1.80082 2.51210
S 1.27080 -1.52968 -1.88133
S -1.67359 -0.91212 -0.75659
P -1.62547 2.85961 -0.50209
P -1.85062 1.00970 2.20977
O 0.57374 1.28618 -1.31937
O 1.39668 0.56437 1.03608
N -4.28494 3.31968 -0.17964
N 3.19030 -2.83512 0.46564
N -0.47410 -3.21625 -0.07522
N -0.39463 -4.43735 0.45531
N -4.52574 1.65987 2.04489
N 2.05584 -5.10794 -1.23573
N 1.67025 -3.85384 -1.37200
N 1.89955 -2.63756 0.84454
C -0.04157 3.03696 3.00000
C 5.53936 -3.21081 0.90944
C -1.98047 5.31607 -1.84369
C -1.17222 2.16595 3.55673
C 4.78665 -7.04396 -2.34226
C 2.97236 -2.61377 -4.64539
C 2.75889 -5.59778 -2.23398
C -2.42302 -6.68241 2.41759
C 2.58313 -7.86766 -3.23405
C -1.78757 5.45994 0.62395
C -1.44413 -7.52347 0.25858
C 2.47720 -2.84501 3.14685
C -1.61361 -2.56126 -0.29653
C 2.67872 -3.51192 -3.48475
C 2.12651 -2.83562 4.60757
C -2.11798 2.38866 -2.20097
C -3.34973 1.89630 1.51243
C -2.29710 3.04179 4.11766
C 0.23362 4.84734 -0.75702
C -6.64198 3.75329 -0.13723
C 0.04784 -6.58762 2.04700
C 3.72786 -3.15034 2.73788
C -2.83114 -3.29873 -0.11751
C -6.90009 1.98701 2.03776
C -0.57435 1.30119 4.67140
C -2.72363 -0.25013 3.20616
C 3.26251 -7.03457 -2.13550
C -7.99394 2.59263 1.49837
C 1.95931 -3.04250 -2.37173
C -1.28963 4.71121 -0.61881
C 2.88745 1.45338 -0.65294
C -5.49161 3.11920 0.39393
C 2.64274 0.98308 0.66808
C -1.32210 -6.46943 1.37018
C -3.24653 2.72141 0.34825
C -4.16205 -2.68585 -0.44045
C 1.84566 1.58630 -1.59482
C -7.86186 3.49269 0.40608
C 3.05705 -4.81262 -3.38087
C 5.21571 1.76189 -0.07748
C 3.68840 0.98128 1.58006
C 1.49836 -2.48229 2.14191
C 5.64918 -3.14326 -0.61300
C 4.20812 1.81417 -1.00420
C 4.97437 1.36927 1.23554
C 6.07681 -4.56444 1.39890
C 4.09021 -3.05907 1.36319
C -1.48018 -5.09583 0.72770
C 2.94933 -7.64741 -0.77078
C 6.35983 -2.06566 1.52737
C -2.73997 -4.55139 0.38845
C -5.61647 2.25052 1.49884
B 0.98461 -2.80673 -0.39167
H -2.40857 -7.45340 -0.25506
H 2.53211 -1.93811 5.08314
H 0.85945 -6.41154 1.33928
H 3.37052 -8.65551 -0.72825
H -4.95814 -3.42155 -0.32430
H 1.04998 -2.83322 4.75465
H 2.06672 1.96583 -2.58544
H -6.52301 4.43213 -0.97515
H 3.33290 -1.64570 -4.29164
H -3.64466 -5.12899 0.54722
H 0.12254 0.56041 4.27764
H 0.19124 3.83093 3.71901
H -1.81238 6.39844 -1.82737
H -0.64996 -7.38958 -0.48312
H 3.37844 -7.05325 0.04073
H 7.08939 -4.71837 1.01749
H -1.90357 3.66538 4.92765
H 5.07708 -6.62718 -3.31043
H 1.87344 -7.71216 -0.59975
H -3.04835 2.88274 -2.46675
H 6.70078 -3.22103 -0.90112
H 1.49374 -7.82788 -3.14050
H 5.24847 -2.20378 -0.99752
H -6.97561 1.30762 2.87898
H 0.15466 -7.59026 2.46944
H 4.41730 2.14430 -2.01603
H 4.47292 -3.44517 3.47185
H -3.11639 -1.00892 2.52795
H -4.17315 -2.30142 -1.46070
H 2.05804 -2.42804 -5.21580
H 5.44782 -5.38818 1.04289
H 5.09586 -3.96271 -1.08412
H -2.21179 -7.59129 2.98515
H 5.29289 -6.47270 -1.55768
H -1.48771 6.50878 0.53376
H 6.25893 -2.03946 2.61654
H -1.32723 2.66173 -2.89720
H 5.76462 1.37657 1.97370
H -2.03933 -0.72634 3.89961
H -1.34544 0.78494 5.24807
H -1.57251 4.93427 -2.78115
H 2.56269 -3.70510 5.10619
H -1.35711 -8.52783 0.68285
H -3.55485 0.21037 3.72751
H 3.71493 -3.05056 -5.30979
H -3.41108 -6.80286 1.96430
H 6.12381 -4.61712 2.49070
H 6.02954 -1.10133 1.13108
H -2.71761 3.70484 3.35717
H -8.74438 3.97500 0.00276
H -2.87605 5.43111 0.69454
H 7.41915 -2.19271 1.28792
H -3.11319 2.43791 4.52567
H 0.75787 4.45650 0.11769
H 2.85630 -7.51903 -4.23544
H -3.05689 5.14090 -1.82369
H 0.14271 -5.85579 2.85710
H 5.15196 -8.07322 -2.30421
H -2.46385 -5.84613 3.12217
H -0.02245 1.95239 5.35748
H 2.89468 -8.91117 -3.14797
H -4.36090 -1.83643 0.21627
H -0.29715 3.50581 2.05916
H -2.25097 1.31171 -2.25107
H 0.60410 4.31184 -1.63683
H -1.37089 5.08413 1.55529
H -8.97745 2.38678 1.90356
H 0.50117 5.90308 -0.87116
H 0.86233 2.44970 2.84915
H 3.61351 -5.26508 -4.19556
```

As for the net charge: +1. Its spin multiplicity is 1. The energy above the lowest of the compared OMol25 structures with the same formula, charge and spin comes out at 117.4 kJ/mol. The molar mass is 1126.92 g mol⁻¹.

Formula: C4H6ClOP
Source: the Open Molecules 2025 dataset
Level of theory: ωB97M-V/def2-TZVPD

XYZ file:
```
13
C4H6ClOP | the Open Molecules 2025 dataset | ωB97M-V/def2-TZVPD
Cl 3.84848 -0.22253 0.18683
P 1.95358 0.25209 0.50182
O -1.58777 2.01323 -0.21436
C -0.31559 -1.12053 -0.34844
C -0.64744 1.05925 -0.29694
C 1.09744 -1.12322 -0.28452
C -0.87689 -0.10683 0.53601
H -0.36591 0.00357 1.50694
H -1.80921 1.99792 0.70350
H -2.02092 -0.26831 0.73722
H -0.93205 -1.51386 -1.03978
H -0.16310 0.92025 -1.26952
H 1.81937 -1.89103 -0.71876
```

Its spin multiplicity is 1. The energy above the lowest of the compared OMol25 structures with the same formula, charge and spin comes out at 394.7 kJ/mol. The molar mass is 136.52 g mol⁻¹.

Formula: C26H53NO11
Source: the Open Molecules 2025 dataset
Level of theory: ωB97M-V/def2-TZVPD

XYZ file:
```
91
C26H53NO11 | the Open Molecules 2025 dataset | ωB97M-V/def2-TZVPD
O -3.86956 -0.24684 -5.50885
O -2.25039 -3.68793 -1.52344
O 4.14672 3.90507 5.10101
O 1.81108 2.46375 4.01785
O 3.57400 2.32232 -3.87383
O -2.32845 -1.72970 -5.03448
O 2.06048 0.50151 -2.11379
O -1.75243 -5.82339 -1.90943
O -0.10405 -4.39934 -1.44229
O -2.08727 -1.55866 -0.83207
O -2.99240 3.40831 3.33532
N -2.53481 0.66837 1.18505
C 0.36954 -2.44262 2.17976
C 0.63581 -1.51323 3.39287
C -0.27054 -3.20171 -0.63894
C 0.96548 -2.37714 -0.37325
C 4.68706 1.44626 -3.80958
C -1.41805 -4.76836 -1.66534
C 0.24957 -3.93666 2.66926
C 3.37313 5.09104 5.17710
C -1.31458 0.44049 0.38512
C 1.47079 -2.38648 1.09528
C -1.27126 1.76930 3.34496
C 2.14485 2.91676 2.71920
C -4.70394 -2.42397 -5.55871
C 2.64527 1.12219 -0.98004
C -6.11254 -1.78748 -5.38432
C -2.01322 2.79957 2.46828
C -1.57808 -0.22944 -0.96138
C -2.80694 2.11850 1.31038
C -3.61173 -1.37024 -5.37111
C 2.36845 1.65883 -4.22679
C -2.38671 -2.47938 -3.77531
C 2.91127 1.85963 4.68688
C 3.51276 2.79233 5.71657
C -1.34670 -2.52485 -1.50561
C -1.07434 -2.30807 -3.01106
C 1.48487 1.44142 -3.01721
H -0.79726 -4.24772 2.69693
H 4.28543 2.25044 6.27143
H -0.62208 -2.19324 1.79414
H 1.46987 -0.82524 3.21936
H -0.73588 -1.28908 -3.22412
H -4.63035 -2.78311 -6.58869
H -0.84253 -3.58878 0.20919
H 0.89005 -1.34170 -0.69996
H -6.76654 -2.58882 -5.03293
H -3.87035 2.19101 1.55469
H 0.77575 -4.56754 1.94626
H -2.58016 -3.51984 -4.03803
H -0.65489 -0.15115 -1.54134
H 1.86423 1.51839 -0.32008
H -0.26874 -0.95900 3.64679
H -3.42949 2.65122 3.74772
H 3.35846 5.46809 6.20496
H -1.31143 3.55941 2.12320
H -0.96239 2.28361 4.25463
H -0.53207 -0.08871 0.94227
H -0.30969 -2.97165 -3.41260
H 2.34904 4.92743 4.83249
H 0.74047 -4.08707 3.63143
H 2.22672 -3.15534 1.26878
H 4.47656 0.56959 -3.19184
H 2.52527 0.97172 5.19880
H 2.75219 3.12133 6.43072
H 1.31111 3.51357 2.34779
H 1.76645 -2.82141 -0.97737
H 3.84224 5.83821 4.53823
H 3.32501 1.92740 -1.26740
H 2.57716 0.70944 -4.72871
H -1.99861 0.99800 3.61445
H 3.04549 3.53549 2.72483
H -0.43123 1.31626 2.82006
H -3.30664 0.30010 0.63541
H -6.50529 -1.42461 -6.33248
H 3.20999 0.36411 -0.43671
H 1.84153 2.30586 -4.93488
H -6.07837 -0.98914 -4.64633
H -0.87363 1.42001 0.13743
H -3.22668 -2.07104 -3.20706
H 2.29017 2.06279 2.04550
H 2.00453 -1.43621 1.24171
H 5.51914 1.99447 -3.36931
H 1.27727 2.38995 -2.51307
H 3.67120 1.53196 3.97073
H -2.67606 2.63627 0.34619
H 0.90002 -2.08722 4.28639
H -4.65143 -3.23770 -4.83717
H 4.97490 1.12500 -4.81614
H -2.32175 0.39307 -1.48175
H 0.53016 1.02096 -3.35261
```

Its spin multiplicity is 1. The molar mass is 555.71 g mol⁻¹. The total energy comes out at -1904.71413 a.u. As for the SMILES: CCC(=O)OCC[C@@]1(OCCNC[C@H](C)O)OC(=O)O[C@H]1CCC(C)C.COCCOC.COCCOC.